(1)
{"formula": "C23H22ClN3O3", "method": "ωB97M-V with the def2-TZVPD basis set", "homo_lumo_gap_ev": 8.18, "max_force_ev_per_a": 0.53, "homo_energy_ev": -7.676, "charge": 0, "relative_energy_kj_mol": 89.2, "e_lumo_ev": 0.501, "total_energy_ha": -1739.8515, "elements": ["C", "N", "C", "C", "C", "C", "C", "C", "C", "C", "H", "H", "H", "H", "C", "C", "N", "C", "O", "C", "C", "C", "C", "C", "C", "H", "H", "H", "H", "Cl", "H", "C", "O", "N", "C", "H", "C", "O", "C", "C", "H", "H", "H", "H", "H", "H", "H", "H", "H", "H", "H", "H"], "coordinates": [[-0.526, 5.527, -0.971], [-0.331, 4.126, -1.211], [-1.302, 3.169, -1.213], [-0.768, 1.928, -1.455], [0.638, 2.138, -1.654], [1.706, 1.315, -2.021], [2.962, 1.870, -2.126], [3.180, 3.230, -1.895], [2.138, 4.077, -1.584], [0.867, 3.525, -1.475], [2.304, 5.134, -1.437], [4.181, 3.626, -1.982], [3.799, 1.244, -2.400], [1.550, 0.272, -2.252], [-1.512, 0.680, -1.462], [-1.119, -0.455, -0.868], [0.085, -0.559, -0.176], [0.406, -1.572, 0.664], [-0.355, -2.474, 0.959], [1.815, -1.528, 1.171], [2.500, -0.387, 1.584], [3.811, -0.469, 2.027], [4.456, -1.692, 2.062], [3.784, -2.840, 1.675], [2.475, -2.754, 1.243], [1.929, -3.635, 0.944], [4.278, -3.799, 1.713], [5.479, -1.746, 2.402], [4.319, 0.428, 2.345], [1.743, 1.179, 1.625], [0.731, 0.213, -0.291], [-1.883, -1.745, -1.031], [-1.572, -2.533, -1.903], [-2.960, -1.913, -0.237], [-3.258, -1.098, 0.919], [-2.400, -0.470, 1.163], [-3.574, -2.019, 2.095], [-4.734, -2.796, 1.863], [-4.942, -3.111, 0.498], [-3.645, -3.195, -0.291], [-2.995, -3.976, 0.122], [-3.842, -3.437, -1.338], [-5.600, -2.355, 0.041], [-5.460, -4.073, 0.480], [-3.771, -1.439, 3.000], [-2.706, -2.669, 2.268], [-4.118, -0.448, 0.711], [-2.479, 0.693, -1.944], [-2.325, 3.429, -1.016], [0.048, 5.851, -0.099], [-1.581, 5.719, -0.789], [-0.204, 6.113, -1.836]], "atomic_forces_ev_per_a": [[0.0959, 0.3441, 0.0265], [-0.0244, -0.0568, -0.0356], [-0.0097, -0.4587, 0.0241], [-0.0650, 0.3612, 0.0667], [-0.0024, 0.4322, -0.0695], [0.0216, 0.0614, -0.0959], [0.0972, -0.1722, -0.0138], [0.0462, 0.1092, 0.0069], [-0.0074, 0.1413, 0.0326], [0.2469, -0.4666, -0.0425], [0.0406, 0.1097, 0.0165], [0.0681, 0.0506, -0.0069], [0.0570, -0.0579, -0.0333], [-0.0159, -0.1079, -0.0044], [-0.1312, -0.4326, 0.2324], [-0.1852, 0.2033, -0.2713], [0.0361, 0.2662, -0.2827], [0.0922, 0.1158, 0.1387], [0.0924, -0.0570, 0.0116], [0.1714, -0.0854, 0.1694], [0.0266, -0.1351, 0.0078], [0.0489, 0.0278, -0.0057], [-0.0569, 0.0418, -0.0014], [-0.0065, -0.0270, -0.0136], [-0.0568, 0.0702, -0.0224], [-0.0528, -0.0699, -0.0131], [0.0369, -0.0872, -0.0067], [0.0885, 0.0035, 0.0341], [0.0038, 0.0843, 0.0250], [0.0821, 0.1620, 0.1489], [-0.0488, -0.2484, 0.1307], [-0.3257, 0.1756, -0.1311], [0.1911, -0.1746, -0.0757], [-0.2170, -0.0761, -0.1418], [-0.1101, 0.0802, 0.3950], [-0.0994, -0.0232, 0.0334], [0.2837, 0.2231, 0.0750], [-0.0999, -0.0666, 0.0641], [-0.0400, -0.0376, -0.2476], [-0.1084, -0.1516, -0.0928], [-0.0306, -0.0006, -0.0739], [-0.0217, -0.0790, 0.1390], [0.0539, -0.1154, 0.0218], [0.0540, 0.1057, -0.1062], [0.0941, -0.0057, -0.0925], [-0.0964, 0.1052, 0.0165], [0.1147, 0.0194, 0.1038], [-0.0940, -0.1865, -0.0875], [-0.1767, 0.0771, 0.0361], [-0.0614, 0.0149, -0.0291], [0.0491, -0.0135, -0.0087], [-0.0487, 0.0072, 0.0490]]}

(2)
{"formula": "C30H31BrCrN4PSSi", "method": "ωB97M-V with the def2-TZVPD basis set", "homo_lumo_gap_ev": [7.95, 7.28], "max_force_ev_per_a": 0.28, "s2": 1.055, "homo_energy_ev": [-13.873, -12.835], "charge": 2, "relative_energy_kj_mol": 0.0, "e_lumo_ev": [-5.920, -5.553], "spin_multiplicity": 2, "total_energy_ha": -6027.8811, "elements": ["Cr", "N", "C", "C", "C", "C", "C", "C", "N", "C", "C", "C", "S", "C", "N", "H", "H", "H", "H", "H", "H", "H", "Br", "C", "C", "C", "C", "N", "C", "H", "H", "H", "H", "C", "C", "C", "C", "C", "C", "Si", "C", "C", "C", "C", "C", "C", "H", "H", "H", "H", "H", "H", "H", "H", "H", "H", "H", "C", "P", "C", "C", "H", "H", "H", "H", "H", "H", "H", "H", "H"], "coordinates": [[0.682, 0.001, 0.027], [-0.901, -0.861, 3.782], [-0.214, 0.243, 4.269], [-0.174, 0.825, 5.531], [0.628, 1.938, 5.666], [1.362, 2.454, 4.585], [1.315, 1.873, 3.336], [0.513, 0.741, 3.184], [0.260, -0.063, 2.073], [-0.584, -0.988, 2.482], [-1.033, -1.982, 1.523], [-1.774, -3.109, 1.676], [-1.860, -3.945, 0.192], [-0.981, -2.706, -0.560], [-0.589, -1.746, 0.236], [-1.526, -1.452, 4.306], [-0.737, 0.429, 6.365], [0.695, 2.427, 6.628], [1.979, 3.329, 4.741], [1.886, 2.281, 2.512], [-2.226, -3.505, 2.571], [-0.745, -2.739, -1.611], [-4.873, 1.252, -0.733], [-3.174, 1.913, -0.298], [-2.973, 3.250, 0.011], [-1.688, 3.658, 0.324], [-0.659, 2.734, 0.305], [-0.852, 1.445, 0.002], [-2.098, 1.045, -0.285], [-3.800, 3.947, 0.008], [-1.479, 4.688, 0.578], [0.355, 3.026, 0.540], [-2.241, -0.002, -0.510], [3.897, -3.674, -1.089], [2.924, -3.482, -0.120], [2.667, -2.200, 0.353], [3.365, -1.095, -0.157], [4.352, -1.311, -1.131], [4.621, -2.591, -1.583], [2.835, 0.594, 0.382], [4.130, 1.851, 0.623], [5.420, 1.461, 1.005], [6.401, 2.414, 1.224], [6.106, 3.762, 1.060], [4.831, 4.164, 0.681], [3.846, 3.215, 0.471], [4.115, -4.672, -1.445], [2.393, -4.331, 0.291], [1.970, -2.072, 1.177], [4.924, -0.477, -1.519], [5.401, -2.753, -2.315], [1.648, 1.380, -0.345], [5.661, 0.411, 1.129], [7.396, 2.109, 1.521], [6.875, 4.504, 1.228], [4.612, 5.215, 0.548], [2.853, 3.539, 0.173], [-0.844, -0.586, -3.353], [0.613, 0.072, -2.468], [1.986, -0.641, -3.420], [0.607, 1.812, -3.004], [-0.861, -0.181, -4.365], [-1.774, -0.308, -2.858], [-0.798, -1.672, -3.439], [1.780, -0.561, -4.488], [2.136, -1.688, -3.158], [2.907, -0.102, -3.198], [0.623, 1.868, -4.093], [1.479, 2.335, -2.611], [-0.292, 2.314, -2.642]], "atomic_forces_ev_per_a": [[0.1011, -0.0073, -0.0759], [0.0098, -0.0145, 0.0235], [-0.0258, 0.0111, 0.0131], [-0.0015, -0.0038, -0.0138], [0.0135, 0.0165, 0.0080], [-0.0069, 0.0050, 0.0019], [0.0042, -0.0372, -0.0145], [-0.0050, -0.0287, -0.0359], [-0.0168, 0.0135, 0.1517], [-0.0273, -0.0103, -0.0804], [-0.0718, 0.0945, 0.0175], [0.1748, -0.1287, 0.0454], [-0.2500, 0.1169, -0.0407], [0.2016, -0.0845, 0.0176], [-0.1021, 0.0959, 0.0231], [0.0077, -0.0027, 0.0052], [-0.0014, -0.0055, -0.0069], [-0.0003, -0.0007, -0.0025], [-0.0009, 0.0003, -0.0005], [-0.0010, 0.0042, 0.0167], [0.0241, -0.0175, -0.0015], [0.0256, -0.0155, 0.0045], [-0.0292, -0.0092, -0.0066], [0.0114, 0.0079, 0.0028], [-0.0044, -0.0085, -0.0019], [0.0154, 0.0065, 0.0034], [0.0330, 0.0019, 0.0145], [-0.0899, -0.0637, -0.0325], [0.0252, 0.0495, 0.0130], [0.0018, 0.0003, 0.0008], [-0.0034, -0.0013, -0.0010], [-0.0149, -0.0007, -0.0028], [0.0037, -0.0145, -0.0121], [-0.0276, -0.0205, 0.0193], [0.0099, -0.0108, -0.0398], [-0.0114, -0.0087, 0.0244], [-0.0328, 0.0052, -0.0202], [0.0186, -0.0765, 0.0058], [0.0126, 0.0438, 0.0135], [0.0340, 0.1132, 0.0836], [0.0303, -0.0138, 0.0215], [0.0270, 0.0005, -0.0112], [-0.0069, 0.0239, -0.0023], [0.0105, -0.0199, 0.0038], [-0.0133, -0.0023, 0.0009], [-0.0031, 0.0208, 0.0141], [0.0001, 0.0022, 0.0021], [0.0058, -0.0036, 0.0019], [0.0229, 0.0123, -0.0081], [-0.0078, 0.0150, -0.0103], [-0.0050, -0.0008, -0.0019], [-0.0060, -0.0774, -0.0938], [-0.0158, 0.0071, 0.0064], [0.0018, 0.0027, -0.0047], [-0.0011, -0.0022, -0.0007], [-0.0001, -0.0006, 0.0031], [0.0048, -0.0077, -0.0102], [-0.0059, 0.0289, -0.0214], [-0.0488, 0.0174, -0.0203], [0.0332, 0.0029, 0.0069], [-0.0241, 0.0069, -0.0245], [-0.0009, -0.0041, 0.0012], [-0.0072, 0.0004, 0.0109], [0.0128, -0.0077, 0.0110], [-0.0019, 0.0049, -0.0019], [-0.0036, -0.0072, 0.0071], [-0.0095, -0.0099, -0.0021], [-0.0028, 0.0045, 0.0003], [0.0071, -0.0073, 0.0024], [0.0037, -0.0006, 0.0006]]}

(3)
{"formula": "C42H26AsN8PtS2Se", "method": "ωB97M-V with the def2-TZVPD basis set", "homo_lumo_gap_ev": 6.04, "max_force_ev_per_a": 0.70, "homo_energy_ev": -15.941, "charge": 3, "relative_energy_kj_mol": 170.7, "e_lumo_ev": -9.896, "total_energy_ha": -7606.2335, "elements": ["Pt", "S", "N", "C", "C", "C", "C", "C", "N", "C", "C", "N", "C", "C", "C", "C", "C", "N", "H", "H", "H", "H", "H", "H", "S", "C", "C", "C", "C", "C", "C", "As", "C", "C", "C", "C", "C", "C", "C", "C", "C", "C", "C", "C", "H", "H", "H", "H", "H", "H", "H", "H", "H", "H", "H", "H", "H", "H", "Se", "N", "C", "C", "C", "C", "C", "N", "C", "C", "N", "C", "C", "C", "C", "C", "N", "H", "H", "H", "H", "H", "H"], "coordinates": [[0.560, -0.758, -0.276], [-3.055, -2.521, -6.624], [-3.349, -2.946, -5.102], [-2.397, -2.396, -4.364], [-2.266, -2.534, -2.928], [-3.102, -3.335, -2.145], [-2.858, -3.414, -0.796], [-1.808, -2.692, -0.241], [-1.009, -1.916, -0.972], [-1.221, -1.845, -2.316], [-0.279, -1.069, -3.087], [0.718, -0.478, -2.387], [1.675, 0.174, -3.049], [1.672, 0.286, -4.433], [0.645, -0.281, -5.157], [-0.356, -0.977, -4.477], [-1.469, -1.644, -5.117], [-1.731, -1.635, -6.415], [-3.907, -3.885, -2.615], [-3.463, -4.034, -0.149], [-1.615, -2.754, 0.817], [2.464, 0.621, -2.466], [2.477, 0.815, -4.922], [0.603, -0.210, -6.237], [0.948, -2.386, 1.351], [-0.189, -2.301, 2.694], [-0.157, -3.308, 3.657], [-0.990, -3.202, 4.758], [-1.839, -2.107, 4.920], [-1.874, -1.113, 3.961], [-1.059, -1.236, 2.834], [-1.034, 0.050, 1.435], [-2.776, 0.150, 0.634], [-2.942, 0.790, -0.596], [-4.197, 0.847, -1.180], [-5.284, 0.257, -0.544], [-5.110, -0.405, 0.663], [-3.855, -0.474, 1.253], [-0.592, 1.680, 2.309], [0.413, 1.638, 3.275], [0.732, 2.799, 3.961], [0.054, 3.981, 3.682], [-0.947, 4.014, 2.718], [-1.267, 2.864, 2.015], [0.518, -4.148, 3.557], [-0.968, -3.978, 5.512], [-2.469, -2.035, 5.795], [-2.512, -0.247, 4.094], [-2.103, 1.242, -1.111], [-4.331, 1.352, -2.128], [-6.268, 0.315, -0.990], [-5.953, -0.874, 1.152], [-3.739, -1.000, 2.190], [0.926, 0.712, 3.509], [1.499, 2.779, 4.723], [0.299, 4.880, 4.231], [-1.489, 4.931, 2.529], [-2.071, 2.881, 1.287], [7.088, 3.573, 0.329], [6.782, 1.828, 0.300], [5.491, 1.671, 0.159], [4.846, 0.368, 0.056], [5.553, -0.837, 0.085], [4.862, -2.018, -0.072], [3.483, -1.979, -0.235], [2.797, -0.836, -0.236], [3.462, 0.326, -0.093], [2.664, 1.544, -0.136], [1.328, 1.397, -0.274], [0.581, 2.486, -0.426], [1.111, 3.770, -0.424], [2.466, 3.933, -0.244], [3.269, 2.800, -0.101], [4.714, 2.869, 0.068], [5.378, 3.995, 0.134], [6.627, -0.816, 0.218], [5.369, -2.972, -0.069], [2.924, -2.894, -0.380], [-0.479, 2.340, -0.563], [0.454, 4.618, -0.556], [2.928, 4.912, -0.232]], "atomic_forces_ev_per_a": [[-0.4247, 0.3977, -0.3937], [-0.0060, -0.0051, -0.0147], [0.0122, 0.0024, -0.0328], [-0.0022, -0.0076, 0.0488], [0.0340, 0.0149, -0.0231], [-0.0177, -0.0014, -0.0143], [-0.0192, -0.0107, -0.0062], [0.0301, -0.0074, -0.0309], [-0.0589, -0.2733, 0.1278], [0.0448, 0.0800, -0.0079], [-0.0050, -0.0369, 0.0752], [0.1906, 0.1801, -0.0553], [-0.0930, -0.0043, -0.0060], [0.0077, 0.0087, -0.0226], [-0.0060, 0.0067, -0.0181], [-0.0463, -0.0316, 0.0446], [0.0406, 0.0257, 0.0083], [-0.0251, -0.0242, -0.0056], [-0.0056, 0.0090, 0.0037], [0.0003, 0.0144, 0.0109], [0.0197, -0.0081, -0.0002], [0.0208, -0.0105, 0.0125], [-0.0076, 0.0120, 0.0025], [0.0049, 0.0019, 0.0028], [0.0081, -0.0757, 0.1869], [0.0921, 0.0800, -0.0319], [0.0068, 0.0266, -0.0172], [-0.0142, 0.0089, 0.0157], [0.0029, -0.0208, 0.0169], [0.0566, 0.0456, -0.0129], [-0.0132, -0.0515, -0.0138], [-0.2513, -0.0986, 0.3104], [0.1054, -0.0452, -0.2659], [0.0159, 0.0107, 0.0397], [-0.0079, -0.0156, 0.0117], [0.0032, 0.0020, 0.0041], [-0.0219, -0.0124, 0.0167], [-0.0109, 0.0957, 0.0806], [0.1406, 0.1357, -0.2306], [0.0183, 0.0482, -0.0519], [0.0286, -0.0328, -0.0050], [-0.0048, 0.0250, -0.0169], [0.0045, 0.0086, 0.0350], [-0.1807, -0.1019, 0.1236], [-0.0105, -0.0059, 0.0063], [-0.0025, 0.0026, -0.0003], [0.0107, 0.0013, 0.0055], [-0.0218, -0.0125, -0.0115], [0.0219, -0.0059, -0.0205], [-0.0012, 0.0182, 0.0115], [0.0060, -0.0176, -0.0124], [-0.0058, 0.0139, -0.0001], [0.0190, -0.0175, -0.0097], [0.0045, -0.0110, -0.0058], [-0.0089, 0.0046, 0.0081], [-0.0044, -0.0025, 0.0030], [0.0050, -0.0018, -0.0063], [0.0106, 0.0008, -0.0143], [-0.0014, -0.0023, 0.0016], [0.0050, 0.0547, 0.0155], [-0.0301, -0.0404, -0.0177], [0.0207, 0.0250, 0.0022], [0.0099, 0.0147, -0.0166], [0.0098, -0.0191, 0.0009], [0.0012, 0.0561, -0.1294], [0.2059, -0.2216, -0.0202], [-0.0713, 0.0020, 0.1051], [0.0012, -0.0113, 0.0520], [0.2016, -0.1173, 0.2576], [-0.0096, -0.0423, -0.0999], [0.0028, 0.0091, -0.0178], [0.0148, 0.0131, -0.0154], [0.0144, -0.0053, 0.0111], [-0.0449, -0.0243, -0.0279], [0.0433, -0.0093, 0.0229], [-0.0017, -0.0115, -0.0052], [0.0024, 0.0036, -0.0203], [-0.0125, -0.0056, 0.0387], [-0.0332, 0.0087, -0.0059], [-0.0066, -0.0108, -0.0100], [-0.0110, 0.0024, 0.0248]]}